No. 1
Computed, not measured: an isolated molecule of ClHNO2P in a non-equilibrium geometry, with ωB97M-V with the def2-TZVPD basis set.

Structure (XYZ):
```
6
Properties=species:S:1:pos:R:3:lowdin_charge:R:1
N -0.273 -1.767 0.164 -0.66
O -0.074 -1.885 -1.087 -0.06
O -0.698 -2.658 0.881 0.02
P 0.851 -0.575 0.720 0.62
Cl 0.032 0.090 2.463 0.17
H 0.376 0.578 0.123 -0.09
```

Computed properties:
orbital gap	0.3563	hartree
DFT total energy	-1007.27766	hartree
structure (SMILES)	O=[N+]([O-])PCl
largest force on an atom	3.931	eV Å⁻¹
ΔE to the lowest compared entry with this formula, charge and spin	95.81	kJ/mol

=====

No. 2
Computed, not measured: the ion C4H3N6 with charge -1 in a non-equilibrium geometry, with ωB97M-V with the def2-TZVPD basis set.

Structure (XYZ):
```
13
Properties=species:S:1:pos:R:3:lowdin_charge:R:1
C -0.613 1.818 -0.001 -0.25
C 0.939 0.007 0.208 -0.49
C -1.351 -0.474 -0.307 -0.26
C -0.475 0.458 0.435 -0.29
N -0.729 2.923 -0.285 0.14
N 2.913 -0.633 0.457 -0.16
N 1.837 -0.287 1.149 -0.02
N 1.433 -0.156 -1.026 -0.01
N 2.678 -0.561 -0.817 -0.15
N -2.067 -1.342 0.257 0.09
H -1.240 -0.361 -1.394 0.12
H -0.773 0.579 1.709 0.23
H -2.551 -1.971 -0.386 0.04
```

Computed properties:
orbital gap	0.3374	hartree
DFT total energy	-482.75978	hartree
largest force on an atom	4.252	eV Å⁻¹
net charge	-1
ΔE to the lowest compared entry with this formula, charge and spin	0.00	kJ/mol

=====

No. 3
Computed, not measured: a cluster of 2 separate species, C4H11ClNP in total in a non-equilibrium geometry, with ωB97M-V with the def2-TZVPD basis set.

Structure (XYZ):
```
18
Properties=species:S:1:pos:R:3:lowdin_spin:R:1
C 0.202 -1.297 -0.166 0.06
C 1.883 0.669 -0.553 0.02
C 0.552 0.288 0.131 0.06
C -0.619 0.897 -0.609 0.62
N -2.924 -1.387 0.639 0.81
P -1.825 1.989 0.214 0.15
Cl -4.018 -0.472 -0.342 0.16
H -0.180 -1.801 0.665 0.00
H -0.558 -1.317 -0.879 0.01
H 1.061 -1.796 -0.659 0.01
H 2.388 1.241 0.220 0.00
H 2.391 -0.179 -0.908 0.00
H 1.836 1.255 -1.398 0.00
H 0.423 0.658 1.122 0.00
H -0.539 0.876 -1.701 0.03
H -3.208 -1.476 1.624 0.02
H -1.390 1.542 1.564 0.01
H -2.871 1.193 -0.209 0.03
```

Computed properties:
orbital gap (alpha / beta)	0.2627 / 0.2868	hartree
DFT total energy	-1015.05922	hartree
<S²>	2.011
largest force on an atom	4.250	eV Å⁻¹
multiplicity	3
ΔE to the lowest compared entry with this formula, charge and spin	17.82	kJ/mol

=====

No. 4
Computed, not measured: a cluster of 6 separate species, C30H34N6O10 in total in a non-equilibrium geometry, with ωB97M-V with the def2-TZVPD basis set.

Structure (XYZ):
```
80
Properties=species:S:1:pos:R:3:lowdin_charge:R:1
C 13.947 -56.293 44.339 -0.07
C 13.458 -57.686 44.764 -0.02
C 12.599 -58.475 43.816 0.00
C 12.167 -57.979 42.522 -0.13
C 12.724 -56.734 42.067 0.04
C 13.426 -55.834 43.087 -0.07
N 11.125 -58.798 41.775 -0.33
O 11.389 -60.024 41.733 0.04
O 10.595 -58.245 40.863 0.10
H 14.582 -55.761 45.144 0.12
H 13.705 -58.085 45.681 0.04
H 12.160 -59.513 44.027 0.12
H 12.573 -56.385 41.028 0.07
H 13.975 -54.834 42.852 0.09
C 18.181 -54.935 35.570 -0.15
C 17.533 -55.121 36.885 -0.03
C 16.493 -56.203 37.102 0.06
C 16.403 -57.319 36.072 -0.09
C 17.137 -56.953 34.672 0.14
C 17.958 -55.643 34.503 -0.07
N 15.677 -58.473 36.356 -0.32
O 14.644 -58.177 37.129 0.00
O 15.892 -59.517 35.732 0.10
H 18.934 -54.187 35.624 0.09
H 17.538 -54.169 37.580 0.12
H 16.029 -56.238 38.012 0.05
H 17.030 -57.657 33.891 0.07
H 18.285 -55.641 33.583 0.04
C 17.244 -51.403 44.230 -0.08
C 18.514 -52.130 43.764 0.00
C 18.441 -53.147 42.712 0.05
C 17.145 -53.441 42.031 -0.11
C 15.946 -52.514 42.408 0.07
C 16.080 -51.519 43.511 -0.12
N 16.911 -54.417 41.089 -0.35
O 17.993 -54.886 40.489 0.01
O 15.819 -54.866 41.010 0.08
H 17.214 -50.554 45.064 0.14
H 19.524 -52.025 44.211 0.10
H 19.188 -53.553 42.385 0.00
H 14.827 -52.642 41.951 0.14
H 15.288 -50.984 43.964 0.08
C 15.331 -51.949 35.506 -0.09
C 15.142 -52.351 34.069 -0.02
C 14.224 -51.605 33.157 0.07
C 13.340 -50.452 33.788 -0.06
C 13.419 -50.154 35.302 0.09
C 14.573 -50.947 36.018 -0.10
N 12.395 -49.684 32.981 -0.41
O 11.816 -50.238 32.028 0.05
O 12.195 -48.570 33.286 0.10
H 16.266 -52.403 35.925 0.10
H 15.760 -53.074 33.748 0.03
H 14.023 -51.886 32.101 0.10
H 12.705 -49.488 35.726 0.08
H 14.561 -50.808 37.075 0.06
C 12.084 -53.903 36.896 -0.36
O 11.442 -54.738 36.184 -0.03
N 12.662 -54.192 38.014 -0.15
C 13.491 -53.237 38.772 -0.03
C 12.649 -55.641 38.429 -0.02
H 12.209 -52.906 36.611 0.10
H 12.974 -52.691 39.578 0.07
H 13.977 -52.422 38.201 0.05
H 14.421 -53.878 39.065 0.11
H 13.319 -55.859 39.244 0.04
H 13.117 -56.490 37.706 0.13
H 11.728 -55.941 38.896 0.07
C 10.315 -53.433 40.358 -0.43
O 10.439 -54.418 40.943 0.09
N 10.194 -52.188 40.854 -0.17
C 10.100 -50.934 39.891 0.03
C 10.145 -52.001 42.190 -0.14
H 10.316 -53.442 39.302 0.12
H 10.687 -50.178 40.418 0.08
H 8.941 -50.727 39.770 0.13
H 10.354 -51.034 38.944 0.00
H 11.110 -51.825 42.520 0.05
H 10.067 -52.894 43.009 0.15
H 9.342 -51.342 42.583 0.10
```

Computed properties:
orbital gap	0.2711	hartree
DFT total energy	-2243.52658	hartree
structure (SMILES)	O=[N+]([O-])c1ccccc1.O=[N+]([O-])c1ccccc1.O=[N+]([O-])c1ccccc1.O=[N+]([O-])c1ccccc1.CN(C)C=O.CN(C)C=O
largest force on an atom	13.263	eV Å⁻¹
ΔE to the lowest compared entry with this formula, charge and spin	197.66	kJ/mol

=====

No. 5
Computed, not measured: a cluster of 2 separate species, C5H15NO in total in a non-equilibrium geometry, with ωB97M-V with the def2-TZVPD basis set.

Structure (XYZ):
```
22
Properties=species:S:1:pos:R:3:lowdin_charge:R:1
C -1.117 -0.586 -0.984 -0.24
N 0.182 -0.260 -0.357 -0.29
C -0.092 0.356 0.930 -0.25
C -0.265 1.920 0.573 -0.08
C 1.466 -0.934 -0.574 -0.08
C -1.536 0.361 -2.194 -0.08
H -1.970 -0.219 -0.300 0.10
H -1.318 -1.635 -1.261 0.11
H 1.000 0.355 1.425 0.11
H -1.108 -0.204 1.571 0.18
H -1.339 2.017 0.420 0.06
H 0.145 2.621 1.235 0.03
H 0.215 2.055 -0.361 0.05
H 1.870 -1.362 0.422 0.09
H 2.103 -0.193 -1.061 0.07
H 1.463 -1.681 -1.417 0.09
H -2.338 0.060 -2.715 0.01
H -1.264 1.447 -2.068 0.08
H -0.583 0.216 -2.747 0.06
H 2.046 -1.750 2.671 -0.01
H 1.231 -0.991 3.777 0.06
O 1.208 -1.593 3.015 -0.05
```

Computed properties:
orbital gap	0.3142	hartree
DFT total energy	-329.35472	hartree
structure (SMILES)	CCN(C)CC.O
largest force on an atom	7.428	eV Å⁻¹
ΔE to the lowest compared entry with this formula, charge and spin	401.39	kJ/mol

=====

No. 6
Computed, not measured: a structure of composition C4H5MnO3 in a non-equilibrium geometry, with ωB97M-V with the def2-TZVPD basis set.

Structure (XYZ):
```
13
Properties=species:S:1:pos:R:3:lowdin_spin:R:1
O -0.516 0.554 -0.772 0.00
C -0.341 -0.693 -0.955 0.00
C 0.641 -1.396 -0.221 0.00
C 0.933 -2.657 -0.613 0.00
H -0.907 -1.183 -1.757 0.00
H 1.141 -0.900 0.611 0.00
H 0.525 -3.072 -1.537 0.00
H 1.589 -3.292 -0.018 0.00
O -1.854 2.979 0.267 0.02
C -0.855 2.921 0.837 0.01
O -0.005 2.779 1.632 0.06
Mn 1.124 3.117 3.148 4.91
H -1.475 0.843 -0.623 0.00
```

Computed properties:
orbital gap (alpha / beta)	0.2342 / 0.2222	hartree
DFT total energy	-1530.81101	hartree
<S²>	8.752
largest force on an atom	5.213	eV Å⁻¹
multiplicity	6
net charge	+3
ΔE to the lowest compared entry with this formula, charge and spin	0.00	kJ/mol